1) ORCA calculation (ωB97M-V/def2-TZVPD) on a 2-piece molecular cluster, C2H8N2S overall.

```
13
Properties=species:S:1:pos:R:3
C -2.95 -1.05 -3.45
S -1.36 -1.07 -4.25
H -3.79 -1.05 -4.13
H -3.01 -0.05 -2.97
H -3.24 -1.84 -2.73
N 3.03 0.72 4.76
C 2.17 1.27 3.86
N 0.92 1.39 4.15
H 2.59 0.41 5.55
H 3.93 0.38 4.76
H 2.66 1.50 2.94
H 0.43 1.73 3.29
H -0.75 -0.04 -3.46
```

* SMILES string: [H]/N=C/N.CS
* gap between HOMO and LUMO: 0.3664 Eh
* E_HOMO: -9.10 eV
* charge: 0
* multiplicity: 1


2) ORCA calculation (ωB97M-V/def2-TZVPD) on a 2-piece molecular cluster, C2H8N2S overall.

```
13
Properties=species:S:1:pos:R:3
S -0.76 2.66 0.03
H -1.73 2.86 0.90
C -0.68 -1.40 0.97
N 1.36 0.43 -1.39
C 0.74 -0.53 -0.68
N -0.38 -0.33 -0.05
H 0.12 -1.53 1.67
H -0.86 -2.43 0.53
H -1.63 -1.08 1.48
H 0.95 1.37 -1.31
H 2.34 0.30 -1.65
H 1.29 -1.51 -0.61
H -0.78 1.19 0.12
```

* SMILES string: C/N=C/N.S
* gap between HOMO and LUMO: 0.3467 Eh
* E_HOMO: -8.62 eV
* charge: 0
* multiplicity: 1


Which of them is the most stable, and which is the least stable? 2) and 1), in that order.